(1)
DFT (wB97M-V/def2-TZVPD) results for a structure of composition C47H42AsHfN6O3STe.

Structure (XYZ):
```
102
Properties=species:S:1:pos:R:3:forces:R:3:lowdin_charge:R:1
Hf 1.489 -0.974 -1.410 -0.705 0.121 1.485 1.35
O 2.557 -3.729 1.887 0.296 -0.617 0.495 0.04
C 2.061 -3.089 0.975 -0.541 -0.476 0.037 -0.52
N 2.438 -1.912 0.498 -0.053 0.893 -0.970 -0.02
C 3.620 -1.322 0.996 -0.689 0.419 -2.207 -0.25
C 4.166 -1.469 2.212 1.216 0.124 2.774 -0.05
C 5.358 -0.797 2.594 0.082 -0.018 1.201 -0.11
C 6.098 -0.060 1.690 -2.274 -0.607 -2.159 -0.08
C 5.529 0.075 0.341 -0.161 -0.894 2.094 0.02
C 4.250 -0.474 0.056 1.877 0.370 0.435 -0.22
N 3.533 -0.195 -1.123 0.519 0.176 0.038 -0.05
C 4.153 0.577 -2.044 -1.535 -0.571 -1.160 -0.50
O 5.323 0.781 -2.282 0.991 0.296 0.309 0.06
C 3.185 1.200 -3.015 -0.187 1.693 0.277 -0.17
C 3.553 2.434 -3.587 -0.534 -1.839 0.093 0.02
C 2.704 2.937 -4.549 0.617 0.912 -0.955 -0.06
C 1.570 2.249 -4.930 0.209 -0.137 0.469 -0.05
C 1.237 1.150 -4.164 -3.974 -1.362 -1.443 -0.14
N 1.967 0.663 -3.197 1.566 -0.572 1.183 0.02
C 0.802 -3.626 0.337 -1.651 -0.562 0.072 -0.14
C 0.203 -4.852 0.817 2.690 2.036 0.370 0.00
C -1.026 -5.222 0.402 -1.102 -0.035 -1.426 -0.05
C -1.638 -4.382 -0.584 -0.713 -1.677 1.681 -0.04
C -1.049 -3.200 -0.904 -0.901 0.152 -1.468 -0.19
N 0.154 -2.814 -0.524 1.713 -0.418 1.309 0.01
H 3.687 -2.065 2.981 -0.023 0.025 -0.342 0.10
H 5.675 -0.845 3.688 -0.361 -0.132 -1.651 0.11
H 7.025 0.384 1.972 0.474 0.301 -0.073 0.07
H 6.080 0.517 -0.465 0.101 0.335 0.192 0.07
H 4.520 2.811 -3.317 0.126 0.364 -0.066 0.12
H 2.987 3.833 -5.110 -0.112 -0.160 0.322 0.11
H 0.971 2.549 -5.775 -0.139 0.058 0.122 0.10
H 0.209 0.577 -4.361 2.473 1.384 0.466 0.15
H 0.847 -5.343 1.552 -0.517 -0.140 -0.184 0.12
H -1.488 -6.151 0.783 0.158 0.671 -0.406 0.12
H -2.631 -4.643 -0.978 0.579 0.294 0.140 0.11
H -1.560 -2.528 -1.571 -0.082 0.032 -0.021 0.07
C -5.139 5.088 -0.136 0.042 -0.655 -0.526 -0.05
C -4.063 4.091 -0.016 0.254 -1.274 -1.347 -0.28
C -3.089 4.076 0.952 0.517 -0.738 -0.493 0.01
C -2.185 2.994 0.996 -1.687 -0.486 0.213 -0.27
C -1.146 2.939 2.028 1.279 1.830 0.706 -0.06
C -2.386 1.902 0.153 1.226 -0.079 -0.895 -0.33
As -1.506 0.166 0.232 0.723 -0.484 0.640 1.33
N 0.257 0.486 -0.264 0.785 0.021 -0.390 -0.37
C 0.864 1.782 -0.330 -1.492 -0.908 -0.148 -0.43
C 2.036 2.035 0.309 1.932 -1.589 2.478 -0.08
C 2.634 3.282 0.283 -0.576 0.439 -0.383 -0.08
C 2.039 4.332 -0.399 0.049 -0.739 -0.064 -0.09
C 0.912 4.018 -1.151 -0.075 2.408 -0.230 -0.11
C 0.321 2.815 -1.109 -0.130 -2.204 -0.218 -0.08
C -1.735 -0.030 2.257 0.059 0.321 -0.623 -0.27
C -0.818 -0.129 3.292 1.190 -0.877 -0.775 -0.28
C 0.655 -0.214 2.982 1.051 0.211 -0.116 -0.06
C -1.188 -0.323 4.618 1.273 0.373 -0.658 -0.04
C -2.487 -0.388 4.981 -2.002 0.545 0.146 -0.28
C -2.846 -0.493 6.454 -0.288 1.941 0.295 -0.06
C -3.442 -0.296 3.936 -0.012 -0.799 0.552 -0.01
C -3.077 -0.151 2.593 -1.104 -0.077 0.900 -0.31
C -4.206 -0.208 1.587 -0.399 0.917 -0.582 -0.09
C -3.169 2.025 -1.000 -0.401 -0.059 -0.245 -0.30
C -3.248 0.996 -2.152 -0.299 0.055 0.860 -0.07
C -4.006 3.118 -1.033 0.070 -0.327 -0.407 -0.03
H -4.959 5.645 -1.028 -0.034 0.810 -0.547 0.08
H -5.090 5.678 0.723 -0.450 1.384 1.213 0.06
H -6.104 4.605 -0.257 -0.188 0.002 0.225 0.09
H -2.965 4.892 1.640 -0.132 0.225 0.347 0.12
H -0.505 3.859 1.891 -0.243 -0.917 0.011 0.11
H -0.543 2.061 1.882 0.383 -0.016 0.322 0.02
H -1.487 3.037 3.074 -0.164 -0.426 -0.438 0.10
H 2.511 1.207 0.976 -0.891 1.555 -1.361 0.14
H 3.539 3.419 0.806 0.929 0.203 0.624 0.09
H 2.428 5.336 -0.382 0.212 0.114 -0.050 0.09
H 0.438 4.798 -1.742 0.116 0.005 -0.071 0.11
H -0.475 2.517 -1.763 -0.543 0.331 -0.136 0.11
H 0.916 -0.773 2.051 -0.496 0.829 0.463 0.05
H 1.173 -0.797 3.762 -0.162 0.441 -0.021 0.08
H 1.111 0.817 2.952 -0.236 -1.011 -0.142 0.09
H -0.379 -0.408 5.336 -0.116 -0.045 0.165 0.12
H -2.820 0.538 7.020 0.422 -1.811 -1.169 0.11
H -2.196 -1.208 6.944 0.067 0.014 0.274 0.06
H -3.877 -0.774 6.582 -0.447 -0.493 0.001 0.05
H -4.501 -0.545 4.115 0.513 0.478 0.248 0.11
H -5.120 -0.618 2.035 0.192 0.334 0.128 0.07
H -3.947 -0.936 0.810 -0.031 0.414 -0.278 0.05
H -4.449 0.828 1.131 0.400 -1.754 0.585 0.11
H -3.855 1.364 -2.978 0.061 0.255 0.032 0.07
H -3.751 0.095 -1.794 -0.055 -0.031 0.062 0.07
H -2.309 0.620 -2.560 0.223 0.409 0.214 0.03
H -4.606 3.129 -1.938 -0.517 0.645 0.251 0.11
O -1.984 -1.473 -4.256 1.658 0.021 1.000 0.03
C -1.045 -1.326 -3.504 -1.593 0.286 -0.656 -0.55
N -0.209 -1.082 -2.694 -0.576 -0.328 -1.030 -0.08
Te 2.682 -2.906 -3.254 -0.440 -1.258 -0.223 0.66
C 1.286 -4.598 -3.313 0.425 -0.388 0.063 -0.96
C 1.495 -5.820 -2.678 -0.032 1.043 -0.753 -0.27
C 0.479 -6.779 -2.971 -0.088 -0.625 1.124 -0.24
C -0.500 -6.317 -3.779 -0.761 1.079 -0.493 -0.46
S -0.146 -4.715 -4.291 0.389 0.513 0.440 0.90
H 2.384 -5.969 -2.073 -0.264 -0.183 0.025 0.09
H 0.375 -7.740 -2.463 0.271 0.202 -0.160 0.10
H -1.536 -6.622 -3.966 0.777 -0.511 -0.015 0.06
```
Forces are in eV/Å.

Its energy above the lowest of the compared OMol25 structures with the same formula, charge and spin is 0.000 eV. As for the total charge: -1. The calculation puts the total energy at -5320.72736 Eh. The HOMO-LUMO gap is 6.94 eV.



(2)
DFT (wB97M-V/def2-TZVPD) results for a cluster of 2 separate species, C3H11NOS2 in total.

Structure (XYZ):
```
18
Properties=species:S:1:pos:R:3:forces:R:3:lowdin_charge:R:1
N -0.053 -2.312 2.303 -0.392 0.893 0.326 -0.02
C -0.799 -1.993 1.077 0.001 -0.193 -0.315 -0.32
C -0.135 -0.832 0.331 -0.465 -0.077 0.458 -0.29
C -0.817 -0.531 -1.008 0.568 -1.126 0.821 -0.61
S 0.120 0.619 -2.021 -0.066 0.448 -0.311 0.43
S 1.316 -0.675 -3.063 0.577 0.030 0.488 0.33
H -0.101 -1.465 2.871 0.411 -0.058 -0.018 0.06
H -0.566 -2.966 2.882 -0.067 -0.366 -0.253 0.06
H -1.844 -1.700 1.251 -0.049 -0.216 0.086 0.11
H -0.799 -2.896 0.460 -0.072 0.088 -0.109 0.11
H 0.924 -1.059 0.224 0.087 0.202 -0.095 0.10
H -0.287 0.049 0.968 0.536 0.044 -0.036 0.11
H -1.821 -0.181 -0.770 -0.115 0.171 -0.554 0.08
H -0.827 -1.466 -1.571 -0.502 0.127 -0.120 0.05
H 0.690 -0.721 -4.229 -0.450 0.033 -0.369 -0.21
O 1.296 6.031 -0.049 -0.502 -0.114 0.493 -0.05
H 1.600 5.912 0.854 -0.189 -0.058 0.201 0.03
H 2.105 6.188 -0.512 0.688 0.171 -0.693 0.02
```
Forces are in eV/Å.

Its energy above the lowest of the compared OMol25 structures with the same formula, charge and spin is 0.312 eV. The calculation puts the total energy at -1047.25591 Eh. The HOMO-LUMO gap is 9.62 eV. The SMILES is NCCCSS.O.